1.
{
  "formula": "C25H52BrNO11S",
  "method": "ωB97M-V/def2-TZVPD",
  "symbols": ["H", "H", "H", "C", "H", "O", "H", "H", "H", "C", "C", "C", "H", "C", "O", "C", "H", "H", "H", "C", "H", "S", "H", "H", "C", "C", "H", "H", "O", "H", "H", "H", "C", "O", "O", "H", "H", "H", "H", "H", "H", "O", "C", "H", "O", "H", "H", "C", "H", "O", "H", "C", "H", "H", "C", "H", "H", "H", "H", "H", "C", "O", "C", "C", "C", "H", "H", "O", "H", "C", "O", "H", "C", "H", "H", "C", "N", "C", "H", "H", "H", "H", "C", "H", "H", "H", "H", "H", "C", "Br", "C"],
  "positions_angstrom": [[-6.88915, -0.35670, -1.77253], [5.47291, 0.60224, -1.70809], [-0.59018, 6.38224, -0.53822], [-0.20422, 6.74915, 0.41889], [-6.90375, -1.10179, -0.17744], [7.21990, -2.15347, -0.81419], [2.76115, 5.54906, 1.51175], [-0.76043, 8.13334, 1.97342], [5.08412, 5.56581, 2.34684], [-6.79761, -0.15247, -0.70323], [3.67945, -5.17271, -0.89252], [-0.01806, -4.13546, -0.93212], [1.82574, 3.09837, 0.98443], [-2.35845, -3.24495, -1.19170], [-2.80416, -5.56967, -1.00892], [-7.67119, -4.94406, 2.67743], [-7.08273, -5.05157, 1.76286], [6.15322, 6.74521, 1.57113], [0.22903, 1.20857, 0.77143], [-1.30293, -0.58416, 0.08603], [2.64477, 3.63871, -0.46095], [0.32138, -0.77802, -2.13817], [3.80698, 7.61395, 1.65589], [3.58581, 1.16917, -0.60982], [5.71990, -0.24727, -1.06926], [1.45488, -3.96791, -1.27644], [-8.58152, -5.53633, 2.57389], [-5.34580, 1.43117, -0.91491], [-6.79633, -2.71511, 3.07687], [-8.55645, -3.36367, 3.85096], [1.95101, -3.22537, -0.67396], [-2.58083, -3.32393, -2.24870], [-1.14989, 7.77332, 1.02080], [-4.36990, -0.38489, -0.75206], [4.18228, -3.88592, -0.91550], [-6.29690, -2.80670, 2.25991], [6.60780, -1.42178, -2.64873], [0.77823, 7.17985, 0.24662], [7.76284, -0.43744, -1.74041], [4.30580, 7.34681, -0.02194], [-2.29136, -0.61627, -0.37233], [1.68972, -1.01354, -1.80688], [6.86939, -1.05297, -1.64970], [5.58793, 5.32127, 0.67832], [-0.53772, -2.12529, -2.19555], [-1.06792, 0.97481, -1.38403], [1.97019, -6.02781, -1.85093], [2.18916, -5.30772, -1.06928], [-4.43362, -0.55082, -1.69901], [-0.02038, 5.64290, 1.30618], [-7.07862, -5.35137, 3.49672], [3.34789, 1.73129, 0.28913], [4.23466, 2.24206, 0.66055], [-8.58448, -3.07193, 2.10669], [5.30403, 6.07991, 1.40829], [-2.95131, -2.43350, -0.77205], [5.98142, 0.12376, -0.07774], [2.45561, -2.25883, 2.04211], [-1.42980, -0.08441, 1.04236], [0.30153, 2.87901, -0.90675], [1.54810, -2.00573, 1.54324], [0.08583, -0.14309, -3.40187], [2.24513, 2.75895, 0.03403], [-0.42228, 0.27769, -0.84644], [1.10847, 2.14748, -0.77568], [6.44355, -2.71537, -0.73126], [-2.13031, 7.33072, 1.21503], [2.98002, 5.98866, 0.68393], [1.83887, -5.73403, -0.12779], [-7.98895, -3.48236, 2.92971], [4.38631, -6.11545, -0.69905], [-0.10490, -4.59831, 0.04977], [-2.78130, -4.50391, -0.48782], [3.03154, 1.02037, 1.04633], [-1.28397, 8.62498, 0.35234], [-0.85861, -2.85114, -0.97586], [0.63058, 0.92858, -0.11603], [-0.79876, -2.00645, 0.30764], [-0.44067, -4.80813, -1.67688], [-5.35735, 0.66221, 0.67770], [4.62838, -3.80834, -1.77031], [4.82603, -0.86711, -0.96191], [-5.45444, 0.47713, -0.39043], [-7.61549, 0.50465, -0.40734], [1.57990, -3.70127, -2.32229], [1.48291, 1.90554, -1.76929], [-0.88490, 5.24801, 1.45090], [-1.51198, -2.46634, 0.99201], [4.08934, 6.84998, 0.92267], [-3.37965, -4.36658, 1.36245], [0.47127, -2.05285, 1.03598]],
  "orbital_gap_ev": 9.5,
  "lumo_ev": 0.1,
  "smiles": "C#C[C@H]1C[C@@H](NCCC)S(=O)(=O)O[C@]1(CCCC(=O)O)CC(=O)Br.CCO.CCO.CCO.CCO.CCO"
}

2.
{
  "formula": "C13H52N26O13",
  "method": "ωB97M-V/def2-TZVPD",
  "symbols": ["C", "O", "H", "N", "H", "H", "C", "H", "C", "H", "O", "N", "C", "H", "H", "H", "H", "C", "N", "H", "H", "N", "O", "C", "H", "H", "N", "H", "H", "H", "C", "H", "H", "H", "N", "H", "O", "H", "N", "H", "N", "O", "H", "H", "H", "H", "N", "N", "H", "H", "N", "N", "N", "H", "H", "N", "H", "N", "H", "H", "C", "C", "H", "O", "H", "N", "H", "O", "O", "N", "H", "H", "C", "N", "H", "N", "H", "N", "C", "H", "H", "N", "H", "N", "N", "O", "O", "N", "H", "H", "O", "C", "H", "O", "H", "O", "H", "H", "H", "H", "N", "C", "N", "H"],
  "positions_angstrom": [[-0.34476, -3.18395, 20.22782], [-1.88353, -6.94473, 23.00736], [2.66791, -10.69770, 26.40126], [1.04467, -7.31393, 28.96531], [-2.10690, -3.01944, 19.32156], [3.27136, -11.34988, 18.02747], [-2.07851, -6.88217, 26.77677], [4.27074, -11.24915, 25.90630], [5.86474, -5.69763, 20.68082], [0.19655, -6.83435, 28.69927], [3.25770, -9.17162, 18.93132], [6.03042, -6.10688, 27.50636], [4.25455, -1.37197, 18.79984], [6.09901, -5.57349, 18.77200], [3.46661, -3.13913, 19.48701], [-3.72386, -7.17100, 25.77564], [0.43350, -5.16176, 19.62074], [0.96973, -3.57354, 25.76930], [-0.34093, -10.16364, 24.85121], [5.35474, -10.23169, 24.64889], [5.74918, -6.80143, 28.18356], [1.77661, -4.48038, 26.12285], [4.01005, -0.70063, 19.77582], [1.48469, -6.14940, 22.58598], [1.53842, -7.44382, 24.01309], [2.13165, -8.38182, 26.24803], [-2.46792, -9.02272, 22.37792], [-1.90117, -9.85485, 22.29755], [1.25818, -4.12983, 23.05034], [4.35149, -6.58730, 19.46972], [1.82728, -8.16945, 28.25400], [2.72085, -4.17150, 26.30480], [-0.33699, -10.86358, 27.03410], [1.36970, -7.23771, 29.91854], [4.56936, -9.84190, 24.14754], [-0.17409, -4.62797, 27.05175], [-0.90186, -6.53013, 26.87195], [-0.87591, -3.29559, 26.26177], [3.95026, -2.60365, 18.78029], [-2.73330, -6.44049, 28.62199], [1.50012, -6.97627, 17.41846], [5.19181, -5.10694, 25.59340], [-2.00579, -11.05430, 27.20045], [4.25965, -3.04344, 17.92533], [-0.24016, -7.52520, 21.25546], [4.44264, -7.77577, 27.00217], [4.82217, -0.94632, 17.67243], [-2.72325, -7.28855, 25.70444], [2.01122, -9.26943, 21.01433], [6.89611, -5.59609, 27.60525], [-0.03503, -3.81583, 26.46765], [4.40360, -6.98550, 26.37445], [1.29406, -6.48069, 23.83210], [0.86200, -5.89536, 24.53269], [3.77797, -6.96432, 25.58183], [-2.97707, -6.77308, 27.70000], [-1.30422, -8.69667, 20.69872], [2.90511, -11.44889, 18.96350], [5.07036, -1.63079, 16.97243], [-2.17194, -7.41661, 24.86792], [1.56266, -5.96477, 18.19968], [3.42515, -9.84387, 24.77297], [1.74592, -4.48891, 21.53560], [6.23590, -5.48782, 21.79222], [-3.89903, -7.17834, 27.62361], [2.26706, -10.19976, 20.71579], [-0.10054, -6.70090, 19.27673], [1.17298, -2.64196, 25.04830], [1.90134, -6.89559, 21.73062], [-0.84886, -8.29181, 21.50422], [4.64629, -9.24201, 23.33863], [5.30266, -0.06712, 17.79991], [-1.77184, -7.94949, 22.32564], [-0.95251, -4.02190, 21.04098], [1.99924, -6.95185, 16.54075], [4.80014, -6.29182, 20.32499], [-3.32802, -9.01716, 22.90733], [0.59811, -5.99862, 19.07974], [-1.42097, -10.61614, 25.32002], [-0.40076, -4.50170, 21.73773], [2.68380, -12.34435, 19.37495], [-1.11589, -2.82913, 19.27953], [0.91591, -7.78890, 17.55424], [3.49704, -10.60417, 25.83216], [1.34066, -4.87675, 22.37551], [2.79036, -8.67597, 28.65575], [0.83004, -2.92804, 20.36080], [1.49925, -8.23099, 27.02096], [0.60249, -7.80395, 26.83779], [1.75046, -10.98785, 21.07931], [-2.41302, -10.88861, 24.66422], [2.80260, -10.15252, 19.49953], [-0.80125, -2.15533, 18.59608], [2.37057, -9.34301, 24.39947], [7.18125, -4.57651, 19.73801], [2.42724, -5.12347, 18.08798], [0.23030, -9.61126, 25.47464], [-1.96140, -4.06351, 21.06328], [4.17353, -6.47841, 21.09483], [-0.23236, -9.94087, 23.87208], [6.33410, -5.11806, 19.64230], [5.31960, -6.07129, 26.35174], [-1.24277, -10.79148, 26.59314], [1.41994, -5.35488, 26.48078]],
  "orbital_gap_ev": 8.1,
  "de_lowest_kj_mol": 1037.8,
  "lumo_ev": -0.1
}

3.
{
  "formula": "C6H8N2",
  "method": "ωB97M-V/def2-TZVPD",
  "symbols": ["H", "C", "H", "N", "C", "H", "H", "H", "C", "H", "C", "H", "H", "N", "C", "C"],
  "positions_angstrom": [[0.48034, -2.32441, -0.04789], [0.26782, -0.36591, 0.84183], [-2.38550, 0.47529, -0.34629], [2.96478, 2.09645, 1.02065], [-0.39363, 0.85009, 0.29503], [0.53678, -0.42153, 1.90009], [-1.02918, -2.16841, 0.82190], [1.31131, 0.42781, -1.03379], [-0.30035, -1.59736, 0.21499], [-0.74137, 1.64242, 0.93981], [1.08555, 0.71782, 0.00519], [-1.38012, 0.96215, -1.66767], [-0.20258, -1.01007, -1.74183], [-0.96127, -1.07343, -1.03231], [-1.35569, 0.33779, -0.79159], [2.10311, 1.45131, 0.62187]],
  "orbital_gap_ev": 10.6,
  "de_lowest_kj_mol": 132.6,
  "lumo_ev": 0.8,
  "smiles": "N#C[C@@H]1[C@H]2CNC[C@@H]12"
}

4.
{
  "formula": "C2H6N2S",
  "method": "ωB97M-V/def2-TZVPD",
  "symbols": ["H", "H", "N", "H", "N", "H", "C", "H", "C", "S", "H"],
  "positions_angstrom": [[2.67732, 0.88908, -0.73117], [2.40473, -0.71859, 1.32187], [2.26043, -0.36197, -0.20595], [-1.50111, 1.16587, 1.05751], [0.72236, -0.06410, -0.08443], [-0.77562, 1.27067, -0.71698], [-1.61942, 0.89983, 0.04185], [-2.61164, 1.13917, -0.52723], [0.01163, -1.07305, -0.09452], [-1.67525, -0.96449, -0.14349], [0.10658, -2.18240, 0.08255]],
  "orbital_gap_ev": 8.4,
  "de_lowest_kj_mol": 691.7,
  "lumo_ev": -0.3
}

no.,highest occupied orbital energy (Eh),calculated total energy (eV)
1,-0.344,-131655.08506
2,-0.300,-79690.64516
3,-0.359,-9330.33317
4,-0.319,-15979.62972